# C29H69N4O7PSi2

3 unconnected molecules or ions with the total composition C29H69N4O7PSi2 in a non-equilibrium geometry (wB97M-V/def2-TZVPD, the OMol25 dataset).

Geometry as XYZ:
```
112
C29H69N4O7PSi2, DFT wB97M-V/def2-TZVPD
C 6.981 2.241 1.082
C 6.613 1.940 -0.387
C 5.744 0.695 -0.550
C 4.345 0.814 0.083
C 3.209 0.233 -0.778
C 2.128 -0.511 0.019
Si 0.592 -1.112 -0.851
O -0.239 0.225 -1.379
Si -1.671 0.866 -0.895
O -1.589 0.933 0.760
C -3.159 -0.132 -1.446
N -4.258 0.028 -0.463
C -1.806 2.566 -1.655
C -0.537 3.427 -1.661
C 0.090 3.659 -0.274
C 0.762 5.018 -0.079
C 2.185 5.105 -0.646
C 2.204 5.557 -2.105
O 3.327 5.023 -2.836
C 3.044 4.001 -3.701
C 3.335 2.636 -3.141
O 2.651 4.211 -4.790
N 1.026 -2.071 -2.265
C 1.694 -1.262 -3.325
C -0.058 -2.815 -2.837
C 0.212 -4.273 -3.118
O -1.103 -2.313 -3.096
P -0.609 -2.465 0.493
C 0.519 -3.932 0.456
C -0.272 -1.736 2.183
C 0.860 -2.352 3.011
H 8.061 2.360 1.219
H 6.661 1.428 1.745
H 6.506 3.157 1.446
H 6.068 2.794 -0.811
H 7.526 1.827 -0.983
H 6.267 -0.159 -0.097
H 5.642 0.463 -1.618
H 4.141 1.874 0.293
H 4.326 0.311 1.060
H 3.642 -0.459 -1.511
H 2.737 1.047 -1.349
H 2.580 -1.415 0.460
H 1.795 0.111 0.864
H -2.199 1.573 1.150
H -2.912 -1.194 -1.526
H -3.443 0.211 -2.455
H -4.971 -0.682 -0.590
H -4.715 0.929 -0.558
H -2.102 2.376 -2.699
H -2.643 3.125 -1.207
H 0.194 2.933 -2.319
H -0.769 4.398 -2.121
H -0.684 3.529 0.494
H 0.842 2.878 -0.093
H 0.143 5.796 -0.554
H 0.781 5.257 0.990
H 2.779 5.810 -0.054
H 2.684 4.130 -0.562
H 2.306 6.645 -2.169
H 1.280 5.285 -2.630
H 4.415 2.457 -3.171
H 2.821 1.882 -3.741
H 3.013 2.572 -2.097
H 1.748 -0.203 -3.055
H 1.129 -1.314 -4.262
H 2.710 -1.633 -3.498
H -0.440 -4.876 -2.474
H 1.252 -4.545 -2.944
H -0.081 -4.490 -4.150
H 0.136 -4.675 1.162
H 1.560 -3.713 0.710
H 0.496 -4.379 -0.540
H -1.219 -1.760 2.732
H -0.058 -0.676 2.029
H 0.769 -2.018 4.051
H 1.837 -2.010 2.651
H 0.841 -3.444 3.035
C -9.365 1.087 -3.973
O -8.340 0.911 -3.018
C -7.370 -0.069 -3.335
C -6.253 0.407 -4.268
C -6.672 0.564 -5.725
N -5.625 1.650 -3.813
H -9.642 0.133 -4.434
H -9.085 1.787 -4.765
H -10.231 1.487 -3.447
H -6.919 -0.344 -2.378
H -7.860 -0.963 -3.745
H -5.483 -0.372 -4.224
H -7.231 1.488 -5.877
H -5.789 0.611 -6.361
H -7.292 -0.272 -6.055
H -5.223 1.498 -2.893
H -6.353 2.345 -3.674
C 2.213 -3.151 6.717
O 0.976 -3.772 6.431
C 0.694 -4.943 7.172
C 0.149 -4.702 8.584
C 1.196 -4.238 9.592
N -0.983 -3.776 8.610
H 2.985 -3.890 6.956
H 2.132 -2.443 7.546
H 2.514 -2.603 5.824
H -0.075 -5.465 6.597
H 1.583 -5.588 7.206
H -0.226 -5.675 8.921
H 1.418 -3.178 9.470
H 0.819 -4.375 10.605
H 2.127 -4.799 9.490
H -1.751 -4.149 8.062
H -0.708 -2.917 8.140
```

Computed properties:
Max |F|, eV/A: 1.75
Spin multiplicity: 1
Electronic energy, a.u.: -2812.5466

Here are the Löwdin charges for atoms 1 to 2, given in e: -0.11 -0.27